ORCA calculation (wB97M-V/def2-TZVPD) on C15H25IrN4O5S as an isolated structure.

CARTESIAN COORDINATES (ANGSTROEM)
1 Ir -0.864 -0.450 0.278
2 O 3.074 -1.536 -0.734
3 C 1.955 -1.252 -0.150
4 O 0.971 -0.811 -0.746
5 C 1.947 -1.503 1.314
6 O 0.607 -1.393 1.753
7 C 0.443 -0.738 3.035
8 C 0.154 0.734 2.769
9 O 0.594 1.595 3.466
10 O -0.665 0.901 1.725
11 H 3.065 -1.351 -1.689
12 H 2.598 -0.766 1.795
13 H 2.346 -2.498 1.525
14 H 1.319 -0.827 3.670
15 H -0.434 -1.167 3.519
16 C -3.565 2.555 1.365
17 C -4.187 1.354 0.663
18 C -4.948 1.775 -0.594
19 C -5.090 0.583 1.614
20 N -3.103 0.385 0.269
21 N -2.050 0.882 -0.527
22 H -4.359 3.209 1.723
23 H -2.941 3.162 0.702
24 H -2.968 2.242 2.222
25 H -5.842 2.332 -0.316
26 H -5.271 0.903 -1.171
27 H -4.348 2.423 -1.238
28 H -5.913 1.222 1.928
29 H -4.541 0.274 2.504
30 H -5.515 -0.304 1.136
31 H -3.510 -0.417 -0.205
32 H -1.746 1.771 -0.116
33 H -2.243 1.026 -1.520
34 N -2.474 -1.934 -2.623
35 C -2.871 -2.501 -1.471
36 S -1.757 -2.583 -0.137
37 N -4.087 -3.012 -1.412
38 C -4.787 -3.657 -0.322
39 C -5.600 -4.725 -0.670
40 C -6.299 -5.405 0.314
41 C -6.201 -5.001 1.637
42 C -5.408 -3.912 1.970
43 C -4.699 -3.228 0.993
44 H -1.495 -1.719 -2.726
45 H -2.984 -2.097 -3.481
46 H -4.568 -3.115 -2.298
47 H -5.665 -5.045 -1.705
48 H -6.915 -6.251 0.043
49 H -6.753 -5.525 2.405
50 H -5.355 -3.576 2.997
51 H -4.115 -2.361 1.263

Results
HOMO level in eV: -14.462
Relative energy (zero: lowest compared OMol25 entry of this formula, charge and spin) in kcal per mole: 30.1
Net charge: +2
Orbital gap in eV: 6.8
E in a.u.: -1683.7367
Molecular weight in g mol⁻¹: 565.67

natural (NBO) population analysis, charges in e, atoms 1 to 4: 1.20, -0.58, 0.83, -0.58